Entry 1:
98
Properties=species:S:1:pos:R:3:forces:R:3 method="wB97M-V/def2-TZVPD" e_lumo_ev=-3.7 total_charge=+1 spin_multiplicity=1 homo_energy_ev=-9.44 orbital_gap_ev=5.72
Ta -0.044 0.277 0.145 0.43 0.63 0.00
C -7.647 1.412 -1.467 -0.01 0.01 0.00
C -6.692 2.396 -1.684 -0.01 -0.01 0.00
C -5.357 2.144 -1.407 0.00 0.00 -0.01
C -4.973 0.905 -0.902 0.05 0.01 0.04
C -5.931 -0.077 -0.682 -0.07 -0.02 0.02
C -7.266 0.175 -0.967 0.03 0.01 0.00
C -3.543 0.619 -0.599 -0.01 0.02 -0.28
C -2.661 0.449 -1.685 0.03 -0.09 0.13
C -2.969 0.625 -3.026 -0.05 0.04 -0.10
C -1.768 0.611 -3.730 -0.03 -0.11 -0.04
C -0.771 0.384 -2.803 -0.02 0.10 0.13
N -1.287 0.240 -1.541 -0.16 -0.03 -0.20
C 0.704 0.433 -2.999 -0.02 0.01 -0.01
C 1.297 -0.803 -2.428 -0.03 0.05 0.07
C 2.149 -1.742 -2.978 0.05 -0.04 0.04
C 2.453 -2.638 -1.962 0.04 -0.04 -0.06
C 1.798 -2.203 -0.812 -0.11 0.01 0.06
C 2.007 -2.698 0.487 0.07 -0.05 -0.15
C 2.913 -3.870 0.653 -0.04 0.09 0.02
C 4.280 -3.759 0.418 0.00 -0.03 0.00
C 5.104 -4.862 0.580 0.00 -0.01 -0.01
C 4.566 -6.081 0.969 0.01 -0.02 0.01
C 3.204 -6.196 1.202 -0.03 0.04 -0.01
C 2.378 -5.092 1.047 0.04 -0.06 0.04
C 1.448 -2.148 1.604 -0.19 0.13 0.10
N 0.455 -1.135 1.613 0.03 -0.08 0.11
C 0.127 -0.961 2.946 0.13 0.03 -0.01
C -0.950 -0.223 3.402 -0.02 0.04 0.05
C -1.183 -0.093 4.870 0.01 -0.01 -0.03
C -1.766 -1.134 5.586 -0.02 -0.04 0.03
C -1.993 -1.006 6.948 0.01 0.02 -0.02
C -1.641 0.166 7.603 0.00 0.01 0.01
C -1.062 1.208 6.893 0.00 0.00 0.01
C -0.834 1.079 5.531 0.02 0.01 -0.01
C -1.924 0.239 2.533 -0.07 0.12 -0.12
C -3.214 0.714 2.944 0.10 -0.11 0.13
C -3.954 0.877 1.833 -0.13 0.04 -0.13
C -3.139 0.574 0.695 0.19 -0.14 0.25
N -1.848 0.207 1.148 -0.26 0.02 0.07
C 0.980 -1.759 3.777 -0.10 0.03 0.04
C 1.750 -2.505 2.959 0.08 -0.07 -0.06
N 1.036 -1.069 -1.111 0.04 -0.22 -0.09
C 1.015 0.743 -4.450 0.01 0.00 0.03
C 0.939 -0.276 -5.394 0.00 -0.01 -0.02
C 1.109 0.001 -6.742 -0.01 0.01 0.00
C 1.347 1.300 -7.164 0.00 0.00 -0.02
C 1.391 2.324 -6.231 0.00 -0.02 0.01
C 1.216 2.047 -4.883 -0.02 0.01 0.01
H -8.687 1.608 -1.689 0.00 0.00 0.00
H -6.987 3.362 -2.072 0.00 0.00 0.00
H -4.608 2.907 -1.580 0.00 0.00 0.00
H -5.631 -1.042 -0.293 0.01 0.01 0.00
H -8.006 -0.596 -0.799 0.00 0.00 0.00
H -3.959 0.787 -3.417 0.01 -0.01 -0.01
H -1.621 0.756 -4.787 -0.01 0.00 0.00
H 2.529 -1.740 -3.984 0.04 -0.01 0.04
H 3.108 -3.491 -2.014 -0.02 0.00 -0.02
H 4.695 -2.809 0.102 0.00 0.01 0.01
H 6.167 -4.772 0.400 0.00 0.01 0.00
H 5.209 -6.943 1.088 0.01 0.01 0.00
H 2.780 -7.146 1.501 0.01 0.00 0.00
H 1.313 -5.177 1.226 0.00 0.01 -0.01
H -2.046 -2.046 5.071 0.00 0.01 -0.01
H -2.449 -1.820 7.497 0.00 0.00 0.00
H -1.818 0.267 8.666 0.00 0.00 0.00
H -0.787 2.123 7.402 0.00 0.00 0.00
H -0.382 1.891 4.972 0.00 0.00 0.00
H -3.512 0.841 3.971 0.01 0.00 0.00
H -4.987 1.180 1.766 0.01 0.00 -0.01
H 0.934 -1.778 4.853 0.01 0.01 -0.01
H 2.474 -3.254 3.236 -0.01 0.00 -0.01
H 0.722 -1.289 -5.082 -0.04 0.04 -0.03
H 1.047 -0.802 -7.464 0.01 0.00 0.00
H 1.483 1.515 -8.215 0.00 0.00 0.00
H 1.556 3.345 -6.550 0.00 0.00 0.00
H 1.213 2.869 -4.180 0.02 0.00 0.05
O 2.494 0.507 0.576 -0.14 0.04 -0.13
C 3.693 1.307 0.553 0.02 -0.07 0.09
C 3.402 2.757 0.889 0.00 0.08 0.00
N 2.392 3.370 0.051 0.03 -0.11 -0.04
C 2.580 3.321 -1.374 0.07 0.04 -0.03
C 2.403 1.967 -2.085 -0.25 -0.07 -0.03
O 3.274 1.380 -2.650 0.02 0.05 -0.03
O 1.097 1.541 -2.069 0.20 -0.01 0.04
C 1.180 3.880 0.651 -0.01 0.15 0.05
C 0.278 2.689 0.774 -0.15 -0.43 -0.05
O 0.501 1.768 1.629 0.01 0.00 0.12
O -0.521 2.371 -0.159 0.09 0.12 0.01
H 2.639 -0.276 1.120 0.08 -0.09 -0.03
H 4.147 1.212 -0.433 0.01 0.00 0.01
H 4.398 0.907 1.283 -0.01 0.02 0.01
H 4.353 3.299 0.794 -0.01 0.00 -0.01
H 3.083 2.842 1.927 -0.03 -0.04 -0.01
H 3.603 3.621 -1.620 -0.01 0.02 0.02
H 1.896 4.025 -1.852 -0.01 -0.01 0.00
H 0.715 4.627 0.010 0.01 0.00 0.00
H 1.391 4.320 1.625 0.01 -0.02 0.00

---

Entry 2:
102
Properties=species:S:1:pos:R:3:forces:R:3 method="wB97M-V/def2-TZVPD" e_lumo_ev="-3.4 / -2.1" total_charge=+1 spin_multiplicity=4 homo_energy_ev="-10.29 / -10.53" s2=4.060 orbital_gap_ev="6.88 / 8.39"
Cr 0.267 0.432 -0.254 -0.25 0.61 -0.09
S 0.022 2.749 0.546 0.19 -0.04 -0.04
P -1.901 2.068 0.565 -0.01 -0.26 0.20
C -1.873 0.678 -0.453 0.30 0.35 -0.13
P -1.784 1.015 -2.151 0.02 -0.32 -0.11
S 0.215 1.133 -2.532 0.08 -0.12 -0.05
C -2.515 -0.371 -3.050 -0.03 0.06 -0.07
C -2.239 -0.532 -4.407 0.04 0.07 -0.02
C -2.885 -1.517 -5.133 -0.07 -0.07 0.07
C -3.826 -2.332 -4.510 0.04 0.05 -0.03
C -4.101 -2.173 -3.162 0.02 0.04 0.01
C -3.439 -1.198 -2.426 -0.04 -0.02 0.05
C -2.587 2.458 -2.894 -0.03 0.01 0.03
C -3.861 2.361 -3.454 0.01 -0.04 0.00
C -4.449 3.472 -4.036 0.03 0.06 0.02
C -3.774 4.685 -4.059 -0.03 -0.06 0.00
C -2.510 4.788 -3.495 -0.02 -0.03 0.02
C -1.917 3.679 -2.915 0.05 -0.01 0.03
C -2.422 1.576 2.223 0.03 0.06 0.08
C -3.231 0.459 2.387 -0.03 -0.05 0.04
C -3.705 0.127 3.651 0.01 0.03 -0.09
C -3.366 0.907 4.746 0.04 0.05 0.02
C -2.550 2.021 4.583 -0.01 -0.07 0.01
C -2.082 2.358 3.323 0.02 -0.01 -0.03
C -3.028 3.421 0.183 -0.06 0.04 -0.08
C -2.618 4.747 0.244 -0.01 0.03 0.04
C -3.533 5.762 0.001 -0.02 -0.03 0.00
C -4.847 5.453 -0.318 0.04 -0.04 0.01
C -5.257 4.127 -0.384 0.06 0.04 0.01
C -4.351 3.113 -0.127 -0.03 -0.02 0.05
H -1.522 0.120 -4.894 0.01 0.00 0.01
H -2.668 -1.644 -6.184 0.00 0.00 -0.06
H -4.342 -3.092 -5.081 -0.01 -0.02 -0.02
H -4.825 -2.813 -2.677 -0.01 -0.01 0.01
H -3.627 -1.080 -1.366 0.00 0.02 -0.02
H -4.396 1.420 -3.446 0.02 -0.04 0.00
H -5.434 3.389 -4.477 -0.02 0.00 -0.01
H -4.230 5.548 -4.522 -0.02 0.02 -0.01
H -1.985 5.733 -3.511 0.02 0.03 0.00
H -0.928 3.756 -2.478 0.01 -0.01 -0.02
H -3.468 -0.158 1.528 0.00 0.01 -0.02
H -4.335 -0.743 3.778 -0.02 -0.01 0.00
H -3.734 0.648 5.729 0.00 -0.02 0.03
H -2.281 2.625 5.438 0.00 0.02 0.03
H -1.441 3.223 3.195 -0.01 0.03 -0.01
H -1.588 4.989 0.473 0.00 -0.01 -0.01
H -3.217 6.795 0.053 0.01 0.03 0.00
H -5.555 6.245 -0.520 -0.02 0.04 0.00
H -6.280 3.886 -0.634 -0.03 -0.01 -0.01
H -4.675 2.078 -0.169 0.01 -0.02 -0.01
F 5.033 -5.419 1.309 -0.06 0.08 -0.04
C 4.179 -4.610 0.700 -0.06 -0.03 -0.06
C 3.341 -5.096 -0.287 0.03 -0.04 0.03
F 3.395 -6.376 -0.633 -0.01 0.11 0.02
C 2.453 -4.235 -0.915 -0.05 -0.29 0.03
F 1.705 -4.759 -1.889 0.08 0.11 0.11
C 2.346 -2.898 -0.567 0.06 0.15 0.01
P 1.115 -1.804 -1.371 -0.47 0.02 -0.06
C -0.400 -2.827 -1.419 0.09 -0.12 0.06
C -1.150 -2.812 -0.243 -0.05 -0.01 0.00
C -2.264 -3.624 -0.096 0.04 -0.01 -0.09
C -2.648 -4.459 -1.133 0.04 -0.01 0.03
C -1.919 -4.471 -2.314 0.01 0.03 0.05
C -0.803 -3.666 -2.457 0.03 -0.02 -0.08
C 1.840 -1.670 -3.035 0.04 -0.01 0.12
C 1.103 -1.762 -4.211 -0.09 0.14 -0.02
C 1.725 -1.594 -5.438 0.05 0.03 0.06
C 3.080 -1.306 -5.501 -0.01 -0.02 -0.02
C 3.815 -1.182 -4.331 -0.01 0.01 0.02
C 3.199 -1.365 -3.103 0.02 -0.09 -0.09
C 3.247 -2.419 0.385 0.13 0.14 0.05
Br 3.461 -0.571 0.738 0.01 -0.03 -0.08
C 4.140 -3.261 1.020 0.08 -0.11 0.06
F 5.002 -2.809 1.929 -0.07 0.04 -0.05
H -0.862 -2.177 0.583 0.02 0.03 0.02
H -2.823 -3.603 0.829 -0.02 -0.01 0.04
H -3.509 -5.104 -1.021 -0.04 -0.02 0.00
H -2.214 -5.119 -3.128 -0.01 -0.03 -0.03
H -0.236 -3.721 -3.374 0.03 -0.07 0.07
H 0.036 -1.927 -4.177 0.03 0.04 -0.01
H 1.144 -1.676 -6.346 -0.02 0.00 -0.03
H 3.562 -1.175 -6.460 0.01 0.01 -0.01
H 4.869 -0.945 -4.372 0.02 0.00 -0.01
H 3.788 -1.271 -2.199 0.02 0.00 0.03
N 1.860 1.496 2.933 0.14 0.07 -0.17
C 1.138 0.411 3.234 -0.11 0.02 0.20
S 0.224 -0.407 2.077 -0.16 -0.45 -0.31
N 1.204 -0.014 4.507 0.06 0.16 0.05
C 0.494 -1.014 5.233 0.23 0.02 -0.07
C 1.079 -1.382 6.442 -0.04 -0.11 -0.01
C 0.473 -2.324 7.253 -0.02 0.00 0.00
C -0.727 -2.905 6.863 0.04 0.03 -0.02
C -1.308 -2.520 5.667 -0.03 0.01 -0.02
C -0.712 -1.573 4.843 -0.11 -0.01 0.09
H 1.653 1.969 2.058 -0.06 -0.11 0.21
H 2.278 2.052 3.660 0.00 0.02 0.05
H 1.902 0.445 5.078 -0.08 0.05 -0.06
H 2.017 -0.935 6.747 0.04 0.01 0.00
H 0.940 -2.603 8.186 0.00 -0.01 0.02
H -1.204 -3.645 7.490 -0.01 -0.02 0.02
H -2.251 -2.953 5.360 -0.02 -0.02 0.00
H -1.204 -1.274 3.932 0.02 0.01 0.04